# 1
Molecular formula: C47H116N5O17
Method: DFT, wB97M-V/def2-TZVPD

Frontier orbital gap (spin up / spin down) in eV: 4.86 / 1.96

```
! RIJCOSX wB97M-V def2-TZVPD def2/J DEFGRID3
* xyz 2 2
C -1.45396 -0.32748 2.54796
C -0.81296 -0.75462 1.21830
C -1.46707 -0.08185 -0.04440
C -0.62920 0.04135 -1.26065
C 0.85638 0.44123 -1.09694
C 1.24314 0.67066 0.44040
N 0.67862 -0.52372 1.22427
O 1.42063 -1.01244 2.33581
C 0.75109 2.01605 0.95475
C 2.76800 0.66789 0.58709
C -0.96729 -2.29351 1.17747
H -2.54177 -0.39233 2.57152
H -1.36525 0.74878 2.69593
H -1.02870 -0.87121 3.39153
H -1.77145 0.96049 0.05035
H -2.42613 -0.52428 -0.31373
H -1.06646 0.94186 -1.69192
H -0.72148 -0.83863 -1.89723
H 1.02165 1.32429 -1.71417
H 1.46248 -0.27246 -1.65497
H 1.25087 2.48044 1.80485
H -0.24653 1.99475 1.39338
H 0.86550 2.64023 0.06852
H 3.26265 -0.29896 0.49414
H 3.12043 1.06750 1.53798
H 3.31185 1.14975 -0.22539
H -0.32152 -2.70532 0.40191
H -1.99368 -2.62682 1.02411
H -0.57472 -2.86158 2.02085
C -3.18277 -4.94764 3.29459
C -4.60308 -4.53620 3.81991
C -4.73509 -3.05486 3.65523
C -6.17797 -2.51842 3.85198
C -6.97202 -3.11288 5.12432
C -6.53164 -2.47967 6.41566
H -3.11488 -5.99599 3.00399
H -2.45014 -4.56689 4.00622
H -2.95472 -4.53186 2.31316
H -5.41188 -4.99694 3.25277
H -4.71940 -4.70040 4.89118
H -4.22279 -2.65439 2.78043
H -4.16260 -2.52611 4.41731
H -6.15020 -1.42889 3.86888
H -6.76269 -2.79339 2.97414
H -8.02755 -2.84181 5.10283
H -6.92383 -4.19926 5.19893
H -6.52952 -1.38970 6.42291
H -7.07046 -3.00908 7.20146
H -5.50315 -2.77643 6.62120
C 4.89620 3.06847 -5.39252
C 4.45872 4.37242 -4.71980
C 3.24900 4.98071 -5.38647
C 1.94614 3.99569 -5.44055
C 1.36355 3.54029 -4.04802
C 0.99592 4.68200 -3.17114
H 4.29656 2.24251 -5.00997
H 5.92086 2.77623 -5.16279
H 4.86298 2.97446 -6.47794
H 4.37832 4.23646 -3.64130
H 5.24441 5.12249 -4.81031
H 3.52805 5.26718 -6.40045
H 3.02915 5.90715 -4.85594
H 1.18599 4.45160 -6.07491
H 2.39680 3.23938 -6.08321
H 0.51113 2.86416 -4.11394
H 2.16296 3.11320 -3.44252
H 1.93713 5.01382 -2.73282
H 0.52442 5.55525 -3.62194
H 0.37226 4.30953 -2.35849
C -1.92097 -2.36155 -4.38944
C -1.06444 -1.64749 -5.45343
C 0.09215 -0.83084 -4.89655
C 1.25764 -0.32703 -5.85981
C 2.62559 -0.10124 -5.32279
C 3.32343 -1.33368 -4.93909
H -2.77094 -2.82265 -4.89248
H -2.35341 -1.68146 -3.65558
H -1.40678 -3.08668 -3.75866
H -0.68911 -2.53849 -5.95674
H -1.76717 -1.09620 -6.07820
H 0.58080 -1.47933 -4.16938
H -0.32051 0.05552 -4.41471
H 1.23683 -1.03037 -6.69226
H 0.91595 0.56781 -6.38003
H 3.35936 0.35493 -5.98732
H 2.68745 0.60021 -4.49077
H 4.25872 -1.11221 -4.42497
H 2.81619 -1.78142 -4.08449
H 3.48626 -2.14500 -5.64855
C 1.34174 -6.17981 1.91839
C 0.02951 -5.69868 2.66274
O 0.43254 -4.90111 3.74666
O 2.12039 -7.20597 2.54437
H 1.89396 -5.28265 1.63865
H 1.06033 -6.77587 1.05028
H -0.62283 -6.48078 3.05115
H -0.49126 -5.02494 1.98232
H 0.85374 -5.40200 4.44901
H 2.23032 -6.93710 3.45937
C 5.62549 0.71836 -2.10611
C 6.28862 0.23195 -3.43876
O 7.61783 0.53261 -3.22601
O 4.81948 1.86413 -2.28860
H 6.23626 0.65264 -1.20569
H 4.98758 -0.13910 -1.89177
H 5.97920 0.67102 -4.38721
H 6.16122 -0.84997 -3.40252
H 7.73679 1.39562 -3.62933
H 4.94951 2.45052 -1.53970
C -4.78431 2.87014 2.72816
C -5.04238 1.55758 1.93012
O -6.16021 1.72617 0.97859
O -4.16352 3.74198 1.81444
H -4.22948 2.64572 3.63915
H -5.73146 3.21228 3.14524
H -5.41499 0.68086 2.45986
H -4.09444 1.24236 1.49406
H -5.99735 2.45187 0.37161
H -4.84419 4.37236 1.56763
C 7.05731 -0.61266 2.53028
C 6.28818 -1.65993 1.78002
O 6.37746 -1.62499 0.41523
O 6.81798 0.69758 2.01158
H 8.07425 -0.99781 2.60497
H 6.68978 -0.66878 3.55492
H 5.24407 -1.44891 2.01114
H 6.61629 -2.61264 2.19570
H 7.21179 -1.24362 0.13230
H 7.71074 0.99292 1.81832
C -6.18522 -1.62910 -1.28972
C -5.30627 -1.92570 0.03812
O -4.25534 -2.75045 -0.15759
O -5.33300 -1.77357 -2.41740
H -6.65020 -0.64326 -1.28674
H -6.92797 -2.41421 -1.43132
H -5.92913 -2.30872 0.84647
H -4.99614 -0.97658 0.47525
H -4.11112 -2.75301 -1.10669
H -4.84972 -0.99591 -2.70600
C -1.00531 4.76837 1.06139
C -1.72920 6.12571 0.96130
O -0.89534 7.34925 1.25615
O -1.70941 3.69082 0.52783
H -0.88325 4.50248 2.11139
H 0.06482 4.82023 0.86078
H -2.47830 6.13307 1.75307
H -2.28234 6.26803 0.03292
H -1.45264 8.12454 1.35592
H -2.58275 3.74224 0.92306
O -3.67283 0.66396 -2.64055
C -3.47654 1.69148 -3.27616
N -2.91568 2.70278 -2.60773
C -3.81251 1.86401 -4.81714
H -3.03523 3.66625 -2.88615
H -2.57390 2.55037 -1.66961
H -3.21788 2.47023 -5.50053
H -4.71899 2.46748 -4.77018
H -3.99771 0.90587 -5.30270
O 2.14223 -2.32835 -0.55967
C 2.72455 -3.39760 -0.90326
N 3.96792 -3.53697 -0.70969
C 2.01566 -4.53766 -1.59902
H 4.66833 -2.88715 -0.38219
H 4.14344 -4.49148 -0.98934
H 1.67386 -5.15931 -0.77148
H 2.61149 -5.13629 -2.28800
H 1.16164 -4.15627 -2.15876
O -2.86651 1.50408 5.44952
C -1.71828 1.81276 5.38241
N -0.69414 0.97734 5.76148
C -1.21964 3.09729 4.91462
H -0.97557 0.12387 6.22245
H 0.24915 1.17677 5.46062
H -0.93990 3.58332 5.84929
H -2.05245 3.69585 4.54552
H -0.38298 3.22183 4.22715
O 1.94006 0.98722 4.35059
C 2.98463 0.68792 4.79259
N 3.21952 -0.53949 5.14989
C 4.02003 1.85251 4.77556
H 2.61914 -1.32395 4.93945
H 4.04163 -0.76868 5.68999
H 4.44504 2.00236 3.78308
H 4.79516 1.85014 5.54190
H 3.44282 2.77685 4.79876
*
```

Atom charges from the Löwdin analysis, given in e for atoms 1 to 6:
1. C 0.01
2. C -0.39
3. C -0.13
4. C -0.17
5. C -0.07
6. C -0.37


# 2
Molecular formula: C47H124N8O13
Method: DFT, wB97M-V/def2-TZVPD

Frontier orbital gap (spin up / spin down) in eV: 7.30 / 3.00

```
! RIJCOSX wB97M-V def2-TZVPD def2/J DEFGRID3
* xyz 1 2
C -0.53814 5.59739 -4.35855
C 0.68959 4.66283 -4.05425
C 1.89494 5.45728 -4.63552
C 3.26588 4.98984 -4.14053
C 3.22124 4.98782 -2.61680
C 2.11839 4.09463 -1.91720
N 0.80878 4.50229 -2.58985
O -0.32487 3.83519 -2.01805
C 2.53993 2.60916 -1.95125
C 2.04385 4.63072 -0.46430
C 0.50319 3.36374 -4.88891
H -0.60009 5.72971 -5.43872
H -0.57564 6.53582 -3.80535
H -1.49515 5.14706 -4.09505
H 2.01560 5.38377 -5.71632
H 1.79953 6.52577 -4.44231
H 4.04039 5.70560 -4.41608
H 3.46927 3.98906 -4.52154
H 3.07492 5.99228 -2.21962
H 4.15636 4.66403 -2.15986
H 2.58194 2.24631 -2.97822
H 3.57097 2.47534 -1.62391
H 1.97359 1.90186 -1.34537
H 1.40004 3.94961 0.09220
H 2.91214 4.82562 0.16514
H 1.52165 5.58712 -0.49067
H 0.16600 3.56874 -5.90498
H -0.32970 2.74181 -4.56090
H 1.40455 2.75694 -4.80270
H -0.92996 4.52048 -1.72507
C 4.91260 -1.27511 -6.50534
C 3.71019 -1.16211 -5.48526
C 2.73266 -0.17225 -6.14640
C 1.35997 -0.11763 -5.44457
C 0.80771 -1.49827 -5.27020
C 1.76843 -2.63309 -4.63265
N 3.09166 -2.52344 -5.26767
O 3.96534 -3.44833 -4.82865
C 1.74444 -2.45533 -3.09906
C 1.12172 -3.96405 -4.98784
C 4.15831 -0.52128 -4.18917
H 4.65604 -1.82534 -7.41061
H 5.79540 -1.78108 -6.11450
H 5.30092 -0.29058 -6.76609
H 3.12337 0.84323 -6.08125
H 2.63301 -0.30850 -7.22325
H 0.65818 0.52239 -5.97933
H 1.33214 0.36085 -4.46560
H 0.49031 -1.83049 -6.25863
H -0.15847 -1.38857 -4.77769
H 2.56664 -3.12111 -2.83671
H 1.97792 -1.45356 -2.73844
H 0.84840 -2.92690 -2.69554
H 0.14710 -4.10907 -4.52181
H 1.02876 -4.04467 -6.07087
H 1.72714 -4.82272 -4.69755
H 4.80588 0.33030 -4.39790
H 4.78205 -1.23316 -3.64854
H 3.44801 -0.26387 -3.40347
H 3.95194 -4.11378 -5.52045
C -3.77483 -3.55591 2.07120
O -4.55355 -3.31239 0.93209
H -4.16115 -4.38205 2.66815
H -2.76443 -3.84796 1.78501
H -3.58956 -2.74669 2.77755
H -4.19151 -2.47273 0.63970
C 0.62484 0.99752 5.95182
O -0.41015 1.34185 5.12679
H 1.41277 0.35811 5.55382
H 1.01184 1.98431 6.20595
H 0.27410 0.67200 6.93117
H -0.04269 2.09202 4.65370
C -4.80829 0.64709 -0.59560
O -4.52903 -0.69801 -0.61910
H -4.60572 1.02083 0.40808
H -4.13589 1.21904 -1.23501
H -5.79921 0.82496 -1.01336
H -3.86117 -0.85240 -1.29121
C 3.70625 0.02239 2.49555
O 3.35514 0.27930 1.11335
H 3.05698 0.64163 3.11450
H 3.67745 -1.02670 2.79000
H 4.74877 0.24098 2.72678
H 3.84345 -0.31748 0.54152
C -3.03784 -0.82832 4.93467
O -1.78734 -1.27636 5.27269
H -3.10569 -0.59277 3.87259
H -3.69048 -1.61859 5.30566
H -3.28839 0.07720 5.48726
H -1.22126 -0.50579 5.18673
C -1.53578 0.99838 1.14324
C -0.17295 0.48318 1.58007
C 0.09923 -0.69110 0.64932
O -0.79507 -1.78303 0.90286
C -0.46406 -2.93526 0.20542
N 0.79359 1.57359 1.34633
H -2.36608 0.29226 1.13309
H -1.52966 1.27622 0.08927
H -1.87782 1.84202 1.74273
H -0.16604 0.07896 2.59232
H 1.14845 -0.98070 0.70725
H 0.10473 -0.29416 -0.36582
H 0.58757 -3.19591 0.08615
H -0.74996 -2.92989 -0.84641
H -0.83860 -3.81524 0.72835
H 1.64298 1.02719 1.35530
H 0.76894 2.00349 0.43272
C 0.76202 -5.17217 3.30812
C 0.38566 -4.03108 4.29612
C 1.39155 -2.82309 4.27380
O 2.77718 -3.11088 4.43220
C 2.94542 -3.68705 5.73658
N -0.95812 -3.64721 3.90343
H 0.91508 -4.65244 2.36230
H 0.12380 -6.04601 3.17706
H 1.70691 -5.61929 3.61695
H 0.43274 -4.44414 5.30373
H 0.93780 -2.14776 4.99916
H 1.30025 -2.25547 3.34775
H 2.43012 -3.06129 6.46527
H 4.00300 -3.73227 5.99657
H 2.57095 -4.71001 5.77410
H -1.21315 -2.92175 4.55823
H -0.82198 -3.18512 3.01571
C -4.31407 2.27015 3.86454
C -5.65314 2.38414 4.57988
C -5.89747 3.79569 5.26094
O -7.19098 3.86545 5.91525
C -7.27227 3.23667 7.17603
N -6.73744 2.13248 3.65109
H -4.08447 2.90529 3.00898
H -4.09324 1.26194 3.51405
H -3.55161 2.42775 4.62738
H -5.71566 1.66175 5.39372
H -6.08611 4.47481 4.42948
H -5.00320 4.09455 5.80780
H -8.28647 3.05909 7.53377
H -6.77134 3.74349 8.00084
H -7.01147 2.17868 7.14894
H -7.48697 2.67675 4.05367
H -6.96513 1.19634 3.95424
C -3.45916 -3.47673 -2.21809
C -4.06648 -2.72567 -3.38844
C -3.18881 -1.57871 -3.94850
O -3.03124 -0.64889 -2.85999
C -2.19260 0.44687 -3.11853
N -4.45231 -3.68938 -4.41810
H -3.48268 -2.72400 -1.43009
H -2.44401 -3.86743 -2.28826
H -4.16844 -4.25258 -1.92986
H -4.96335 -2.26636 -2.97279
H -3.73086 -1.11656 -4.77353
H -2.24782 -1.95767 -4.34729
H -2.41705 0.91485 -4.07703
H -1.14490 0.14697 -3.09675
H -2.37280 1.23968 -2.39253
H -4.64109 -3.05013 -5.17693
H -3.60797 -4.17991 -4.67614
C 0.54891 5.40711 4.82781
C -0.22823 4.53393 3.80544
C -0.63851 5.21148 2.48315
O -1.67704 6.14888 2.74076
C -2.93591 5.55103 2.89741
N 0.57249 3.34689 3.52524
H 1.27722 6.02081 4.29767
H 1.11959 4.81595 5.54401
H -0.04136 6.17985 5.32031
H -1.12552 4.13955 4.28234
H -0.91496 4.38132 1.83315
H 0.18675 5.73343 1.99877
H -3.75870 6.19648 3.20483
H -2.89828 4.85367 3.73429
H -3.15126 4.95461 2.01084
H 1.48558 3.59170 3.16966
H 0.15720 2.79864 2.78562
C 3.21984 -4.34364 0.25570
C 4.70507 -4.46754 -0.33398
C 4.98321 -5.89001 -0.87328
O 3.94269 -6.20896 -1.72294
C 3.92086 -7.51461 -2.14742
N 4.87251 -3.39048 -1.24725
H 2.38260 -4.68908 -0.35077
H 3.08830 -3.28012 0.45499
H 3.13955 -4.84075 1.22241
H 5.36907 -4.33072 0.51953
H 4.97625 -6.57436 -0.02492
H 6.00977 -5.90771 -1.23927
H 2.99945 -7.71062 -2.69576
H 4.05253 -8.24185 -1.34625
H 4.72631 -7.71645 -2.85355
H 5.70134 -3.69189 -1.73949
H 4.10693 -3.48456 -1.89928
*
```

Atom charges from the Löwdin analysis, given in e for atoms 1 to 6:
1. C -0.04
2. C -0.47
3. C -0.14
4. C -0.18
5. C -0.14
6. C -0.44